Model one:
{"formula": "C4H7P", "method": "ωB97M-V/def2-TZVPD", "e_homo_ev": [-7.88, -7.83], "orbital_gap_ev": [7.14, 7.09], "elements": ["C", "H", "C", "C", "C", "H", "H", "H", "H", "H", "P", "H"], "positions_angstrom": [[1.59241, 1.99190, -0.67955], [-2.93263, -1.92485, 2.23639], [1.21277, 1.00592, -1.65375], [0.60208, 0.15598, -2.26416], [-1.83756, -2.01825, 1.84651], [2.71846, 2.01060, -0.81265], [-1.48749, -3.06447, 1.82179], [1.12062, 2.99671, -1.15010], [1.35978, 1.94060, 0.43199], [-1.22842, -1.45778, 2.67337], [-1.19247, -1.14441, 0.42211], [0.07246, -0.49195, -2.87196]], "mulliken_charge": [-0.8638, 0.2709, 0.1338, -0.4251, -0.7774, 0.2549, 0.2666, 0.2032, 0.2757, 0.2197, 0.0312, 0.4101]}

=====

Model two:
{"formula": "C4H7P", "method": "ωB97M-V/def2-TZVPD", "smiles": "CC=C=CP", "e_homo_ev": -9.01, "orbital_gap_ev": 9.93, "elements": ["H", "H", "H", "P", "C", "H", "H", "C", "H", "C", "H", "C"], "positions_angstrom": [[1.49478, 1.65517, -0.77632], [0.96835, 0.23262, -1.61121], [2.81530, 0.13733, -0.96351], [-2.75856, -0.51394, 1.41945], [0.00747, -0.71050, 0.66096], [-1.16941, -2.26895, 0.25503], [1.80816, -0.04590, 1.23397], [1.15696, -0.04336, 0.48780], [-2.51151, 0.93744, 0.88612], [-1.22271, -1.27482, 0.66420], [-3.52654, -0.71242, 0.32336], [1.65590, 0.54405, -0.83444]], "mulliken_charge": [0.2490, 0.3095, 0.2408, -0.0931, -0.0730, 0.3363, 0.4397, -0.2736, 0.0548, -0.4199, 0.0345, -0.8049]}

=====

model two comes first in stability; the runner-up is 212.2 kJ/mol higher.

=====

Model one:
{"formula": "H9N3Si2", "method": "ωB97M-V/def2-TZVPD", "e_homo_ev": [-7.14, -6.88], "orbital_gap_ev": [7.30, 6.71], "elements": ["N", "N", "H", "H", "H", "Si", "H", "H", "H", "Si", "H", "H", "N", "H"], "positions_angstrom": [[-2.81878, 0.64430, -1.18390], [2.46636, -0.20490, 1.27469], [-3.27368, 0.13864, -1.85548], [1.26371, 1.87834, -1.25053], [2.17421, -0.82608, 2.05453], [1.85068, -0.24781, -0.29592], [-2.38025, 1.47607, -1.44351], [2.29771, -1.29462, -1.26250], [-2.85367, -1.25195, 0.49788], [-2.41807, 0.05135, 0.39457], [3.37216, 0.06869, 1.49126], [2.69871, 1.41057, -1.81985], [1.97934, 1.17023, -1.23571], [-3.10621, 0.80158, 1.42574]], "mulliken_charge": [-0.3644, -0.4344, 0.2226, 0.2188, 0.2439, -0.0159, 0.2217, -0.0695, -0.1084, 0.0941, 0.2369, 0.2066, -0.3742, -0.0779]}

=====

Model two:
{"formula": "H9N3Si2", "method": "ωB97M-V/def2-TZVPD", "e_homo_ev": -8.52, "orbital_gap_ev": 8.85, "elements": ["Si", "H", "H", "H", "H", "H", "H", "N", "Si", "H", "H", "N", "N", "H"], "positions_angstrom": [[0.79545, -0.99191, 1.09484], [-1.44995, -0.22903, 1.34140], [1.20456, -2.25268, 0.48222], [-0.25342, -1.16742, -1.95802], [-0.39572, 2.96101, -0.23095], [-0.75366, 0.21715, -2.42711], [-1.00305, 2.08081, 1.05120], [-0.94298, -1.09727, 1.39272], [0.75618, 0.57207, -0.59605], [1.68528, 1.78520, -0.77537], [-1.32864, -1.75095, 2.02123], [-1.02044, 2.15759, 0.03481], [0.01123, -0.23759, -1.89944], [1.53614, -0.48508, 2.38230]], "mulliken_charge": [0.2245, 0.2111, -0.1039, 0.2672, 0.1978, 0.2598, 0.1891, -0.4313, 0.4131, -0.1077, 0.2264, -0.7731, -0.4904, -0.0827]}

=====

model two comes first in stability; the runner-up is 97.7 kJ/mol higher.

=====

Model one:
{"formula": "C2H6O4", "method": "ωB97M-V/def2-TZVPD", "smiles": "O=C(O)O.CO", "e_homo_ev": -10.32, "orbital_gap_ev": 10.89, "elements": ["O", "H", "C", "H", "O", "H", "H", "H", "H", "O", "O", "C"], "positions_angstrom": [[-1.55415, -1.27154, 0.30858], [-2.22030, 1.74922, 0.85112], [-1.48281, 0.05894, 0.02987], [1.94603, -0.79674, -0.97038], [1.03416, -0.27827, 0.73954], [0.80561, 0.73951, -0.97162], [1.66936, -0.80713, 1.16015], [-0.95951, -1.65665, -0.42114], [2.35689, 0.80648, -0.33962], [-2.07609, 0.74009, 1.08626], [-1.07597, 0.60132, -1.00042], [1.55677, 0.11477, -0.47233]], "mulliken_charge": [-0.4296, 0.3745, 0.7392, 0.2641, -0.4909, 0.3004, 0.2808, 0.3875, 0.2975, -0.4910, -0.6179, -0.6144]}

=====

Model two:
{"formula": "C2H6O4", "method": "ωB97M-V/def2-TZVPD", "e_homo_ev": -10.53, "orbital_gap_ev": 11.02, "elements": ["C", "H", "H", "H", "C", "O", "O", "O", "H", "H", "O", "H"], "positions_angstrom": [[-0.54108, -1.68470, 0.21300], [-1.34929, -1.38451, -0.45484], [0.23619, 2.77243, -0.59559], [-0.84320, 1.72262, 0.35384], [-0.31252, 1.82342, -0.59975], [-0.43294, -0.96661, 1.29691], [0.32903, -2.52374, -0.09927], [0.53723, 0.71946, -0.84993], [1.16001, 0.63405, -0.11698], [-1.04851, 1.85367, -1.40396], [1.02146, -0.97214, 1.50953], [1.24362, -1.99394, 0.74704]], "mulliken_charge": [0.3196, 0.3210, 0.2857, 0.2604, -0.5762, -0.1204, -0.5206, -0.4854, 0.3103, 0.2267, -0.5049, 0.4838]}

=====

model one comes first in stability; the runner-up is 356.5 kJ/mol higher.